Below is a molecular structure, C58H59BN3OP2Y, with properties calculated with ωB97M-V with the def2-TZVPD basis set.

```
! wB97M-V def2-TZVPD RIJCOSX def2/J DEFGRID3
* xyz 2 1
Y -0.146 0.021 -0.213
C 7.180 -1.857 -1.360
C 6.413 -1.958 -0.038
C 7.025 -0.986 0.986
C 6.525 -3.386 0.494
C 4.968 -1.536 -0.234
C 4.639 -0.386 -0.949
C 3.328 0.031 -1.026
N 2.305 -0.620 -0.461
C 2.601 -1.768 0.171
C 3.897 -2.233 0.319
C 1.471 -2.559 0.710
C 1.494 -3.937 0.658
C 0.437 -4.682 1.184
C -0.597 -3.956 1.777
C -0.572 -2.575 1.754
N 0.424 -1.867 1.204
C 0.454 -6.200 1.136
C 1.372 -6.678 2.272
C 1.010 -6.690 -0.209
C -0.948 -6.778 1.328
H 8.198 -2.219 -1.215
H 7.254 -0.832 -1.722
H 6.715 -2.464 -2.137
H 8.061 -1.261 1.181
H 6.482 -1.019 1.932
H 7.013 0.039 0.615
H 7.575 -3.670 0.541
H 6.018 -4.104 -0.153
H 6.123 -3.482 1.504
H 5.396 0.208 -1.440
H 3.083 0.926 -1.580
H 4.061 -3.140 0.879
H 2.328 -4.430 0.182
H -1.444 -4.448 2.228
H -1.388 -2.004 2.184
H 2.382 -6.280 2.162
H 1.436 -7.766 2.253
H 0.988 -6.378 3.248
H 2.072 -6.467 -0.321
H 0.468 -6.256 -1.049
H 0.907 -7.773 -0.266
H -1.351 -6.564 2.318
H -0.901 -7.862 1.234
H -1.640 -6.404 0.572
C -4.080 6.692 -0.289
C -3.359 5.717 0.657
C -3.433 6.241 2.100
C -1.905 5.596 0.246
C -1.121 6.739 0.099
C 0.216 6.678 -0.254
C 0.794 5.448 -0.491
C 0.045 4.283 -0.368
P 0.826 2.686 -0.656
C 1.901 2.420 0.782
C 3.276 2.608 0.877
C 3.940 2.278 2.050
C 3.248 1.755 3.133
C 1.876 1.569 3.055
C 1.211 1.902 1.885
C 1.741 2.768 -2.216
C 2.865 3.562 -2.467
C 3.492 3.516 -3.700
C 3.008 2.683 -4.700
C 1.892 1.895 -4.469
C 1.265 1.937 -3.232
C -1.290 4.369 0.030
O -1.942 3.167 0.225
C -3.311 3.178 0.413
C -3.942 1.934 0.394
C -5.333 1.881 0.501
C -6.067 3.037 0.675
C -5.409 4.252 0.729
C -4.029 4.358 0.588
P -3.067 0.367 0.133
C -3.765 -0.767 1.370
C -4.253 -0.302 2.592
C -4.717 -1.197 3.544
C -4.709 -2.560 3.284
C -4.219 -3.029 2.073
C -3.738 -2.139 1.125
C -3.673 -0.132 -1.499
C -3.132 0.583 -2.568
C -3.542 0.325 -3.863
C -4.495 -0.659 -4.098
C -5.042 -1.364 -3.038
C -4.639 -1.101 -1.736
H -3.585 7.661 -0.305
H -5.101 6.869 0.043
H -4.110 6.305 -1.306
H -2.993 7.237 2.169
H -2.901 5.583 2.788
H -4.470 6.310 2.425
H -1.569 7.707 0.279
H 0.799 7.583 -0.345
H 1.838 5.405 -0.769
H 3.840 2.987 0.036
H 5.008 2.433 2.119
H 3.778 1.503 4.040
H 1.327 1.182 3.903
H 0.116 1.841 1.873
H 3.260 4.219 -1.705
H 4.359 4.135 -3.884
H 3.498 2.655 -5.664
H 1.509 1.247 -5.244
H 0.385 1.315 -3.078
H -5.837 0.925 0.450
H -7.142 2.993 0.768
H -5.990 5.153 0.876
H -4.275 0.758 2.806
H -5.097 -0.825 4.485
H -5.091 -3.253 4.020
H -4.223 -4.089 1.857
H -3.366 -2.530 0.185
H -2.399 1.373 -2.391
H -3.123 0.885 -4.688
H -4.814 -0.873 -5.108
H -5.787 -2.126 -3.220
H -5.080 -1.655 -0.918
B -1.790 -3.797 -2.065
C -1.101 -2.404 -1.945
N -0.576 -1.367 -1.820
H -2.722 -3.763 -1.302
H -0.948 -4.587 -1.725
H -2.126 -3.919 -3.209
*
```

Values from the calculation:
E_HOMO = -13.00 eV
Lowest unoccupied orbital energy = -5.2 eV

Mulliken atomic charge list, values in e, 6 entries: -0.6180 -1.6623 2.0725 -1.5419 -2.0335 0.5973

Below is a molecular structure, C58H59N3O2P2Pd, with properties calculated with ωB97M-V with the def2-TZVPD basis set.

```
! wB97M-V def2-TZVPD RIJCOSX def2/J DEFGRID3
* xyz -2 1
C -1.720 0.980 -5.445
C -0.841 2.103 -5.132
C -1.132 3.474 -5.580
N 0.354 1.921 -4.488
O 1.139 2.909 -4.401
O 0.611 0.796 -3.963
H -2.747 1.181 -5.087
H -1.787 0.802 -6.529
H -1.337 0.072 -4.979
H -2.205 3.592 -5.788
H -0.845 4.220 -4.820
H -0.598 3.720 -6.514
C -1.164 -6.236 4.249
N -0.693 -5.994 2.898
C -0.090 -7.159 2.287
C -1.027 -4.904 2.141
C -0.786 -4.901 0.744
C -1.004 -3.771 -0.029
C -1.428 -2.568 0.570
C -1.525 -1.284 -0.165
C -1.397 -1.209 -1.606
C -1.997 -0.273 -2.432
C -2.747 0.864 -1.982
C -2.455 2.143 -2.514
C -3.290 3.216 -2.351
C -4.335 3.160 -1.395
N -5.092 4.261 -1.127
C -6.065 4.261 -0.049
C -4.862 5.518 -1.817
C -4.555 1.927 -0.728
C -3.810 0.802 -1.044
Pd 0.391 -0.445 0.268
P 2.284 -1.590 -0.054
C 3.464 -0.419 -0.757
C 4.726 -0.192 -0.188
C 5.584 0.745 -0.762
C 5.196 1.457 -1.904
C 3.921 1.267 -2.445
C 3.059 0.341 -1.864
C 2.895 -2.327 1.481
C 4.189 -2.874 1.594
C 4.594 -3.473 2.789
C 3.709 -3.554 3.869
C 2.414 -3.037 3.758
C 2.016 -2.413 2.576
C 2.088 -2.948 -1.243
C 2.220 -4.288 -0.825
C 1.974 -5.327 -1.722
C 1.581 -5.043 -3.035
C 1.430 -3.718 -3.451
C 1.671 -2.672 -2.557
P 0.461 1.579 1.279
C -0.718 1.458 2.647
C -0.269 1.349 3.974
C -1.186 1.113 5.001
C -2.551 0.995 4.716
C -3.002 1.093 3.394
C -2.089 1.316 2.360
C 2.108 2.027 1.902
C 2.705 3.257 1.566
C 4.013 3.534 1.967
C 4.740 2.598 2.707
C 4.155 1.373 3.040
C 2.848 1.090 2.643
C -0.138 2.954 0.263
C -1.060 3.900 0.744
C -1.375 5.022 -0.020
C -0.776 5.214 -1.268
C 0.093 4.246 -1.773
C 0.386 3.104 -1.030
C -1.716 -2.580 1.954
C -1.538 -3.715 2.724
H -1.589 -5.344 4.712
H -1.925 -7.034 4.265
H -0.316 -6.591 4.853
H 0.751 -6.875 1.644
H 0.274 -7.813 3.086
H -0.815 -7.727 1.684
H -0.399 -5.797 0.265
H -0.791 -3.806 -1.098
H -2.146 -0.543 0.340
H -0.756 -1.972 -2.054
H -1.881 -0.412 -3.501
H -1.516 2.282 -3.059
H -3.118 4.135 -2.910
H -5.572 4.172 0.932
H -6.624 5.203 -0.070
H -6.754 3.417 -0.178
H -4.943 5.385 -2.907
H -5.623 6.230 -1.480
H -3.866 5.936 -1.594
H -5.316 1.858 0.049
H -4.047 -0.156 -0.584
H 5.028 -0.754 0.693
H 6.568 0.910 -0.317
H 5.887 2.163 -2.368
H 3.584 1.825 -3.320
H 2.063 0.224 -2.289
H 4.880 -2.828 0.750
H 5.605 -3.881 2.869
H 4.031 -4.020 4.801
H 1.711 -3.107 4.592
H 1.014 -1.978 2.499
H 2.504 -4.503 0.206
H 2.081 -6.359 -1.381
H 1.381 -5.862 -3.725
H 1.121 -3.489 -4.472
H 1.513 -1.644 -2.883
H 0.793 1.449 4.195
H -0.831 1.019 6.029
H -3.266 0.814 5.521
H -4.065 0.990 3.159
H -2.438 1.368 1.325
H 2.141 3.994 0.992
H 4.469 4.488 1.698
H 5.762 2.818 3.020
H 4.715 0.630 3.610
H 2.402 0.125 2.894
H -1.509 3.774 1.728
H -2.073 5.762 0.374
H -0.983 6.112 -1.852
H 0.563 4.371 -2.748
H 1.037 2.335 -1.445
H -2.035 -1.650 2.426
H -1.751 -3.684 3.789
*
```

Values from the calculation:
E_HOMO = 0.34 eV
Lowest unoccupied orbital energy = 4.0 eV

Mulliken atomic charge list, values in e, 6 entries: -1.5994 1.1147 -1.4930 0.8838 -0.8721 -0.6456